i:
DFT (ωB97M-V/def2-TZVPD) results for an isolated molecule of C3H7N3OS.

Properties
* SMILES string: [H]/N=C(\NS)O/N=C\C
* multiplicity: 1

Each atom is followed by the atoms it is bonded to, with distances in Å.
Cartesian coordinates (Å):
1 C 1.967 -1.391 0.003  C2 1.498, H4 1.110, H5 1.108, H6 1.107
2 C 2.122 0.086 -0.194  C1 1.498, H7 1.108, N11 1.273
3 C -1.101 1.150 -0.050  N12 1.263, N13 1.392, O14 1.354
4 H 2.942 -1.908 -0.108  C1 1.110
5 H 1.233 -1.809 -0.713  C1 1.108
6 H 1.578 -1.570 1.024  C1 1.107
7 H 3.119 0.546 -0.346  C2 1.108
8 H -1.923 2.867 -0.160  N12 1.024
9 H -3.109 0.939 0.056  N13 1.005
10 H -2.290 -1.713 1.022  S15 1.362
11 N 1.191 0.955 -0.210  C2 1.273, O14 1.398
12 N -1.010 2.409 -0.086  C3 1.263, H8 1.024
13 N -2.266 0.394 0.038  C3 1.392, H9 1.005, S15 1.695
14 O -0.036 0.314 -0.018  C3 1.354, N11 1.398
15 S -2.416 -1.268 -0.259  H10 1.362, N13 1.695

Results of the Mulliken charge analysis, in e, for atoms 1 through 6:
1 C -0.80
2 C 0.13
3 C 0.75
4 H 0.30
5 H 0.25
6 H 0.24



ii:
DFT (ωB97M-V/def2-TZVPD) results for an isolated molecule of C3H7N3OS.

Properties
* SMILES string: C=NS/C(=N/N)OC
* multiplicity: 1

Each atom is followed by the atoms it is bonded to, with distances in Å.
Cartesian coordinates (Å):
1 C 0.760 -0.924 1.421  H4 1.104, H5 1.088, H6 1.114, O14 1.422
2 C -0.243 -0.410 -0.702  N12 1.274, O14 1.369, S15 1.766
3 C -1.475 1.723 0.877  H7 1.103, H8 1.093, N11 1.262
4 H 1.764 -0.776 1.858  C1 1.104
5 H 0.011 -0.444 2.048  C1 1.088
6 H 0.516 -2.007 1.340  C1 1.114
7 H -0.505 1.790 0.355  C3 1.103
8 H -1.827 2.570 1.472  C3 1.093
9 H 1.905 -0.479 -1.809  N13 1.022
10 H 1.267 -0.403 -3.402  N13 1.046
11 N -2.245 0.724 0.836  C3 1.262, S15 1.698
12 N -0.088 -0.276 -1.959  C2 1.274, N13 1.360
13 N 1.181 -0.083 -2.411  H9 1.022, H10 1.046, N12 1.360
14 O 0.843 -0.334 0.130  C1 1.422, C2 1.369
15 S -1.865 -0.672 -0.053  C2 1.766, N11 1.698

Results of the Mulliken charge analysis, in e, for atoms 1 through 6:
1 C -0.69
2 C 0.50
3 C -0.27
4 H 0.22
5 H 0.33
6 H 0.32



iii:
DFT (ωB97M-V/def2-TZVPD) results for an isolated molecule of C3H7N3OS.

Properties
* SMILES string: C/N=C1/NOCSN1
* multiplicity: 1

Each atom is followed by the atoms it is bonded to, with distances in Å.
Cartesian coordinates (Å):
1 C -2.490 -0.517 -0.187  H4 1.245, H5 1.136, H6 1.162, N11 1.515
2 C -0.261 0.288 0.041  N11 1.331, N12 1.385, N13 1.324
3 C 2.530 0.294 -0.012  H8 1.067, H9 1.043, O14 1.412, S15 1.849
4 H -3.494 -0.250 -0.872  C1 1.245
5 H -2.058 -1.387 -0.776  C1 1.136
6 H -2.605 -0.778 0.939  C1 1.162
7 H 0.222 2.409 0.475  N12 1.153
8 H 2.503 0.464 1.041  C3 1.067
9 H 3.411 0.181 -0.559  C3 1.043
10 H -0.405 -1.703 0.011  N13 0.994
11 N -1.519 0.646 -0.209  C1 1.515, C2 1.331
12 N 0.604 1.332 0.324  C2 1.385, H7 1.153, O14 1.369
13 N 0.079 -0.935 0.418  C2 1.324, H10 0.994, S15 1.844
14 O 1.711 1.343 -0.482  C3 1.412, N12 1.369
15 S 1.774 -1.387 -0.151  C3 1.849, N13 1.844

Results of the Mulliken charge analysis, in e, for atoms 1 through 6:
1 C -0.67
2 C 0.51
3 C -0.37
4 H 0.25
5 H 0.19
6 H 0.30



Stability, highest: i



i:
DFT (ωB97M-V/def2-TZVPD) results for a cluster of 2 separate species, C3H7N3OS in total.

Properties
* multiplicity: 1

Each atom is followed by the atoms it is bonded to, with distances in Å.
Cartesian coordinates (Å):
1 C -1.718 1.639 0.071  C2 1.488, H4 1.246, H5 1.218, H6 1.331
2 C -1.276 0.221 -0.009  C1 1.488, O14 1.355, S15 1.590
3 C 2.026 0.910 0.135  H7 1.015, N11 1.334, N12 1.353
4 H -2.841 1.677 -0.468  C1 1.246
5 H -0.904 2.436 -0.361  C1 1.218
6 H -1.944 1.956 1.344  C1 1.331
7 H 2.697 1.666 0.228  C3 1.015
8 H 3.669 -0.229 0.314  N12 1.158
9 H 0.635 -1.096 0.633  no bonds
10 H 1.854 -1.623 -0.978  N13 1.140
11 N 0.752 1.253 -0.066  C3 1.334, O14 1.382
12 N 2.565 -0.321 -0.022  C3 1.353, H8 1.158, N13 1.432
13 N 1.882 -1.567 0.160  H10 1.140, N12 1.432
14 O 0.019 0.129 -0.398  C2 1.355, N11 1.382
15 S -2.119 -1.125 0.050  C2 1.590

Results of the Mulliken charge analysis, in e, for atoms 1 through 6:
1 C -0.73
2 C 0.34
3 C -0.13
4 H 0.27
5 H 0.32
6 H 0.23



ii:
DFT (ωB97M-V/def2-TZVPD) results for an isolated molecule of C3H7N3OS.

Properties
* SMILES string: CNC(=O)NNC=S
* multiplicity: 1

Each atom is followed by the atoms it is bonded to, with distances in Å.
Cartesian coordinates (Å):
1 C 0.568 1.383 -1.087  H4 1.108, H5 1.058, H6 1.102, N11 1.443
2 C 0.712 -1.074 -0.565  N11 1.365, N12 1.420, O14 1.219
3 C -1.639 -0.293 1.404  H10 1.089, N13 1.350, S15 1.627
4 H 1.343 1.545 -0.312  C1 1.108
5 H 0.903 1.903 -1.945  C1 1.058
6 H -0.387 1.810 -0.741  C1 1.102
7 H 0.555 -0.307 -2.389  N11 1.037
8 H 0.656 -1.707 1.300  N12 1.006
9 H 0.007 0.886 1.761  N13 1.021
10 H -2.202 0.516 1.868  C3 1.089
11 N 0.459 -0.022 -1.397  C1 1.443, C2 1.365, H7 1.037
12 N 0.641 -0.817 0.830  C2 1.420, H8 1.006, N13 1.382
13 N -0.335 0.041 1.301  C3 1.350, H9 1.021, N12 1.382
14 O 1.051 -2.182 -0.943  C2 1.219
15 S -2.330 -1.682 0.915  C3 1.627

Results of the Mulliken charge analysis, in e, for atoms 1 through 6:
1 C -0.84
2 C 0.45
3 C -0.19
4 H 0.30
5 H 0.38
6 H 0.22



Stability, highest: ii